DFT (wB97M-V/def2-TZVPD) results for a molecular structure, C17H68Fe2O29S3.

```
119
Properties=species:S:1:pos:R:3:forces:R:3:lowdin_spin:R:1
Fe -0.715833 1.904366 -1.340851 -0.7 1.3 -0.8 4.23
Fe -1.343715 1.212097 3.126957 -0.1 0.8 1.6 4.27
S -1.911209 3.300108 0.633869 0.9 1.7 -1.0 0.03
O -2.596763 4.558624 0.783790 0.0 -1.2 0.1 0.03
O -1.660568 2.561171 1.845922 -0.8 1.2 1.4 0.08
O -2.373359 2.319871 -0.348863 -5.0 -1.9 -1.6 0.13
O -0.628674 3.415004 -0.092065 3.7 3.0 0.5 0.14
S -1.982464 0.631399 5.590608 1.4 0.8 2.7 0.02
O -3.199774 -0.043130 5.858763 -1.1 -0.4 0.1 0.02
O -1.168704 0.996978 6.729515 -0.5 -0.5 -0.3 0.03
O -1.186554 -0.044495 4.536874 2.7 -4.6 -1.2 0.17
O -2.107891 1.822131 4.700654 -2.7 4.6 -0.2 0.19
S -0.077924 -0.070817 0.411756 -1.2 0.3 0.6 0.04
O -1.107119 0.169746 -0.552390 -8.8 -5.7 -2.7 0.12
O 0.711095 -1.247483 0.138091 -0.3 -0.7 0.7 0.03
O 0.500947 1.090463 -0.166814 10.1 5.6 1.8 0.13
O -0.546679 0.179421 1.776014 2.1 -2.9 -1.7 0.07
C 3.580471 1.574961 -0.199044 0.6 0.1 1.6 0.00
O 3.744562 1.869210 -1.539747 -1.0 0.9 -1.3 0.00
H 3.206447 0.577529 0.031903 -0.2 -0.2 -0.3 0.00
H 4.531662 1.669464 0.324803 0.2 0.0 0.2 0.00
H 2.909605 2.310717 0.244465 -0.2 -0.1 -0.1 0.00
H 4.331737 1.228893 -1.948186 0.4 -0.5 0.0 0.00
C 1.011584 -0.153070 -2.929211 1.2 -1.7 -0.6 0.00
O 0.021092 0.824781 -2.990101 -0.3 0.7 -0.2 0.04
H 1.670333 -0.047449 -3.791181 0.1 -0.1 -0.1 0.00
H 1.674750 -0.153655 -2.064159 -0.6 0.5 0.2 0.00
H 0.496966 -1.111876 -2.992172 0.3 -0.3 0.2 0.00
H -0.259701 0.811888 -3.908024 -0.6 0.5 0.1 0.00
C 1.268897 5.314542 2.482116 -0.7 0.6 -0.7 0.00
O 0.582120 4.767866 3.605560 0.7 0.3 -0.3 0.00
H 2.171134 5.866401 2.745762 0.1 -0.1 0.1 0.00
H 1.481390 4.569854 1.715049 0.1 -0.4 0.4 0.00
H 0.564536 5.980118 1.983126 0.2 0.3 -0.2 0.00
H 0.215257 5.531401 4.057258 -0.2 -0.3 0.4 0.00
C 1.634941 4.283500 -2.043344 -0.3 1.1 -0.4 0.00
O 1.240424 2.940315 -2.012830 -0.7 0.1 -0.4 0.03
H 2.139817 4.578267 -1.123393 0.1 0.1 -0.1 0.00
H 2.215518 4.514670 -2.936427 0.7 -0.3 0.1 0.00
H 0.779492 4.938860 -2.207043 -0.4 -0.2 0.6 0.00
H 2.047196 2.421842 -2.056626 0.8 -0.6 0.2 0.00
C -1.874306 -2.796318 2.154186 0.6 -0.6 0.1 0.00
O -2.905986 -2.086999 1.500567 -0.4 0.4 0.3 0.00
H -1.629564 -2.302401 3.094528 0.0 0.2 -0.2 0.00
H -2.139532 -3.827588 2.387079 -0.4 -0.1 0.0 0.00
H -0.999864 -2.883442 1.509313 0.1 0.3 0.2 0.00
H -3.139353 -2.503601 0.667751 0.1 -0.2 -0.3 0.00
C -0.943299 -3.688710 -1.688617 0.4 0.1 -0.2 0.00
O -0.112062 -3.707874 -0.544680 -0.3 -0.8 -0.1 0.00
H -1.816920 -3.055448 -1.534124 0.0 0.1 -0.1 0.00
H -0.330237 -3.360879 -2.528133 -0.3 0.3 -0.4 0.00
H -1.279908 -4.693380 -1.944399 0.1 -0.1 0.4 0.00
H 0.172497 -2.816011 -0.332053 0.0 0.5 0.1 0.00
C 0.475290 -6.199785 1.802536 -0.3 1.4 -1.1 0.00
O -0.169795 -6.161933 0.476006 0.4 -1.7 1.9 0.00
H -0.164979 -5.850952 2.612766 -0.4 0.0 -0.1 0.00
H 0.885163 -7.149581 2.146043 -0.2 -0.3 -0.9 0.00
H 1.283560 -5.471784 1.733045 0.3 -0.2 0.3 0.00
H -0.312445 -5.237890 0.258306 0.2 0.4 0.1 0.00
C 1.670802 1.438594 3.369585 0.6 0.2 -0.1 0.00
O 0.459708 2.198844 3.427702 0.4 -1.6 0.0 0.05
H 2.356349 2.003879 4.000913 0.5 -0.5 -0.2 0.00
H 1.601878 0.404756 3.708013 -0.5 0.3 0.4 0.00
H 2.009218 1.381846 2.335006 0.3 0.2 0.0 0.00
H 0.759876 3.110432 3.450267 -1.0 0.8 0.3 0.00
C -4.259710 1.033533 2.192003 -1.1 0.0 0.2 0.01
O -3.097216 0.318230 2.613128 -1.5 1.0 -0.6 0.06
H -4.270526 1.409945 1.169107 0.9 0.3 0.0 0.00
H -5.132196 0.380616 2.167901 0.1 -0.5 0.5 0.00
H -4.502004 1.812866 2.914520 0.4 0.1 -0.1 0.00
H -3.171721 -0.547744 2.205522 0.6 -1.1 -0.4 0.00
C -2.477235 4.189383 -2.875763 -1.0 1.1 0.4 0.00
O -1.284043 3.416928 -2.777582 -0.6 0.0 -0.7 0.03
H -3.301344 3.906874 -2.220678 0.6 -0.7 0.2 0.00
H -2.229593 5.207082 -2.574031 0.0 0.2 -0.1 0.00
H -2.892877 4.195018 -3.883395 0.3 -0.2 -0.2 0.00
H -0.750772 3.831994 -3.459449 0.8 -0.5 0.2 0.00
C 3.077185 -2.976179 -1.937135 -0.5 -1.1 -0.3 0.00
O 3.421235 -2.323866 -3.156054 0.2 0.9 0.3 0.00
H 2.115139 -3.471705 -2.067568 -0.1 -0.1 0.3 0.00
H 3.825359 -3.730274 -1.692836 0.0 -0.1 0.1 0.00
H 2.981491 -2.314116 -1.076539 0.2 0.5 -0.4 0.00
H 3.113855 -2.805861 -3.927287 0.0 -0.2 0.2 0.00
C -4.720057 -3.750628 -1.860927 0.2 -1.3 -0.5 0.00
O -4.227565 -3.398864 -0.579754 0.0 0.3 -0.4 0.00
H -5.375206 -4.618570 -1.786361 -0.8 0.4 0.2 0.00
H -5.149221 -2.928453 -2.433599 -0.1 0.0 0.2 0.00
H -3.959002 -4.232792 -2.474448 0.7 0.6 0.2 0.00
H -4.961575 -2.994749 -0.111205 -0.1 0.0 0.2 0.00
C 6.136292 -1.043738 -1.489960 0.3 0.3 0.2 0.00
O 5.144176 -0.287278 -2.205760 0.9 -0.5 0.5 0.00
H 6.992093 -0.419055 -1.234078 -0.2 0.3 -0.2 0.00
H 5.757854 -1.423655 -0.540989 -0.3 -0.1 0.0 0.00
H 6.534864 -1.880317 -2.063867 -0.2 0.0 -0.3 0.00
H 4.427087 -0.911295 -2.339869 -0.3 -0.1 -0.6 0.00
C 5.849844 -0.229971 2.492248 -0.3 -0.5 0.4 0.00
O 4.441437 0.004909 2.680153 1.7 0.8 0.2 0.00
H 6.151814 -1.178362 2.936623 -0.1 -0.4 -0.1 0.00
H 6.173196 -0.235185 1.451334 -0.3 0.1 -0.2 0.00
H 6.500464 0.477308 3.006570 -0.6 0.5 0.1 0.00
H 3.951909 -0.668951 2.202785 -0.3 -0.4 -0.2 0.00
C -2.966681 -0.267214 -3.312165 -0.2 -0.4 -0.4 0.00
O -2.766870 1.042084 -2.831431 0.3 -0.4 0.1 0.01
H -3.973345 -0.594227 -3.051810 0.0 -0.4 0.3 0.00
H -2.958496 -0.283373 -4.402021 0.3 0.0 -0.3 0.00
H -2.227977 -0.970494 -2.927716 0.0 0.2 0.2 0.00
H -3.674447 1.353851 -2.804951 0.1 1.0 0.0 0.00
C -5.818198 1.741478 -2.043560 -0.8 -0.3 -0.4 0.00
O -5.256119 2.140428 -3.311225 0.5 -0.2 0.8 0.00
H -5.047706 1.565149 -1.292997 0.4 0.8 -0.2 0.00
H -6.574818 2.450496 -1.707513 0.3 0.1 0.2 0.00
H -6.293787 0.761498 -2.082950 -0.3 -0.1 -0.5 0.00
H -5.909540 2.307458 -3.994411 -0.3 -0.2 0.3 0.00
C 3.012289 -3.211795 1.511649 -0.4 -1.0 -0.6 0.00
O 2.788971 -1.821246 1.460445 1.1 -0.5 0.6 0.00
H 3.975610 -3.518145 1.103900 0.3 0.3 0.2 0.00
H 2.865909 -3.707298 2.471416 0.2 0.6 0.4 0.00
H 2.281176 -3.702567 0.869218 -0.1 -0.1 -0.2 0.00
H 1.989467 -1.707415 0.941368 -0.3 0.5 0.1 0.00
```
Positions in Å, forces in eV/Å.

As for the gap between HOMO and LUMO (spin up / spin down): 7.96 / 7.63 eV. Its spin multiplicity is 11. Its molecular weight is 944.6 g/mol. The total charge is 0. The value obtained for the total energy is -179382.837 eV. As for the energy relative to the best compared isomer or geometry (same formula, charge and spin): 0.0 kJ/mol. Its HOMO energy (spin up / spin down) is -8.4090 / -8.3892 eV.